[1]
Entry from the OMol25 dataset: 2 unconnected molecules or ions with the total composition C6H14O (ωB97M-V/def2-TZVPD).

For the max |F|, the calculation gives 3.01 eV/Å. As for the net charge: +1. As for the energy relative to the best compared isomer or geometry (same formula, charge and spin): 1.354 eV. For the frontier orbital gap (alpha / beta), the calculation gives 0.2865 / 0.2248 hartree. Its expectation value of S² is 0.755. The total energy is -8486.1997 eV. Its multiplicity is 2.

Each line ends with the Löwdin spin population.
Cartesian coordinates (Å):
C (0.7081, -0.4881, -1.9195)  0.009
C (-0.1188, 0.5072, -1.0891)  0.035
C (0.3807, 0.5477, 0.3809)  0.061
C (-0.8317, 0.5159, 1.2739)  0.373
C (-1.0744, 1.3439, 2.3504)  0.346
C (-1.1558, 2.7855, 2.2000)  0.073
H (1.7277, -0.1450, -2.1296)  0.000
H (0.2715, -0.6379, -2.8927)  0.002
H (0.7633, -1.4008, -1.3481)  0.000
H (-1.0660, -0.0336, -0.9866)  0.001
H (-0.2377, 1.4074, -1.6073)  0.001
H (0.8071, 1.4729, 0.7693)  0.001
H (1.0597, -0.2792, 0.5866)  0.009
H (-1.5161, -0.3242, 1.1648)  0.027
H (-1.1768, 0.9343, 3.3599)  0.022
H (-1.0745, 3.1571, 1.1848)  0.000
H (-0.5673, 3.3690, 2.9139)  0.023
H (-2.2006, 3.0531, 2.4402)  0.017
H (1.1957, -4.7046, -2.1312)  0.000
H (2.4675, -5.5377, -2.4999)  0.000
O (1.6383, -5.5430, -2.0207)  0.000



[2]
Entry from the OMol25 dataset: a molecular structure, C17H9Br4MoN2O4SSbSe4 (ωB97M-V/def2-TZVPD).

For the max |F|, the calculation gives 1.04 eV/Å. For the frontier orbital gap, the calculation gives 0.2073 hartree. The total energy is -589730.3790 eV.

Each line ends with the Löwdin charge.
Cartesian coordinates (Å):
Mo (-0.9609, -0.3410, -1.3018)  1.081
Br (-4.3559, -2.1084, 4.5154)  0.734
C (-3.6043, -2.1189, 2.7905)  -0.742
C (-3.7987, -3.2187, 1.9386)  -0.741
Br (-4.8388, -4.6844, 2.4941)  0.738
C (-3.2145, -3.2433, 0.6728)  -0.650
Br (-3.3806, -4.6608, -0.5345)  0.812
C (-2.4592, -2.1535, 0.2825)  -0.381
O (-1.7929, -2.0208, -0.8616)  -0.359
C (-2.3053, -1.0424, 1.1033)  -0.397
O (-1.5955, -0.0652, 0.5410)  -0.276
C (-2.8485, -1.0225, 2.3762)  -0.660
Br (-2.5184, 0.4893, 3.4343)  0.804
O (-0.9194, 3.2550, -0.3714)  0.153
C (-0.0921, 2.6786, -1.0060)  -0.473
O (-0.1631, 1.3168, -1.1948)  -0.459
C (1.0736, 3.2799, -1.6987)  -0.137
C (1.2701, 4.6515, -1.5751)  -0.010
C (2.3495, 5.2482, -2.2037)  -0.070
C (3.2265, 4.4760, -2.9573)  -0.075
C (3.0216, 3.1099, -3.0904)  -0.063
C (1.9431, 2.5067, -2.4600)  -0.015
H (0.5706, 5.2297, -0.9859)  0.122
H (2.5081, 6.3146, -2.1092)  0.105
H (4.0708, 4.9439, -3.4476)  0.104
H (3.6973, 2.5130, -3.6886)  0.107
H (1.7748, 1.4438, -2.5664)  0.081
S (1.6096, -0.4221, 0.2466)  0.705
C (1.6806, -1.2753, 1.6759)  -0.782
N (2.7795, -1.1301, 2.4860)  0.064
C (2.9292, -1.7732, 3.6639)  -0.055
C (1.9532, -2.6084, 4.0901)  -0.033
C (0.8295, -2.7313, 3.2414)  -0.088
N (0.6866, -2.1065, 2.1031)  0.098
H (3.4944, -0.5032, 2.1452)  0.140
H (3.8407, -1.5776, 4.2100)  0.135
H (2.0295, -3.1403, 5.0245)  0.110
H (0.0086, -3.3824, 3.5275)  0.125
Se (-2.8401, 0.4622, -2.4503)  0.274
Sb (-1.8722, -0.9287, -4.5097)  -0.135
Se (0.3408, -1.3571, -2.9367)  0.182
Se (-1.0581, 0.6370, -6.0609)  -0.046
Se (-3.0697, -2.9404, -4.5526)  -0.027



[3]
Entry from the OMol25 dataset: a molecular structure, C27H44CeN3P3Se (ωB97M-V/def2-TZVPD).

For the max |F|, the calculation gives 2.76 eV/Å. As for the net charge: +3. As for the energy relative to the best compared isomer or geometry (same formula, charge and spin): 1.949 eV. For the frontier orbital gap (alpha / beta), the calculation gives 0.2263 / 0.1563 hartree. Its expectation value of S² is 1.076. The total energy is -139295.9129 eV. Its multiplicity is 2.

Each line ends with the Löwdin spin population.
Cartesian coordinates (Å):
Ce (-0.8812, 0.5336, 0.4747)  -0.374
P (1.7007, -1.1560, 0.0874)  0.050
P (1.4071, 1.8814, 1.5736)  0.028
P (-1.2105, -1.1316, -1.8937)  0.036
H (-4.0364, 6.7834, -1.7096)  0.000
C (-4.9234, 6.1452, -1.7687)  0.000
C (-5.1231, 5.1925, -0.8399)  0.000
H (-4.4466, 5.0683, 0.0249)  0.000
C (2.7058, -0.6611, -1.3902)  0.011
C (3.0750, -1.2318, 1.3009)  0.004
C (1.5329, -2.9598, -0.2507)  0.007
C (0.3080, 3.3511, 1.5004)  0.006
C (1.9309, 1.8043, 3.3079)  0.008
C (2.9301, 2.4593, 0.7249)  0.017
C (-2.5906, -0.1800, -2.6405)  0.021
C (-1.8480, -2.8298, -1.8193)  0.007
C (-0.0395, -1.2526, -3.3010)  0.010
H (-5.6086, 6.3585, -2.5902)  0.000
H (-5.9898, 4.5243, -0.8559)  0.000
H (3.5431, -1.3598, -1.5350)  0.002
H (3.0810, 0.3629, -1.2535)  0.001
H (2.0768, -0.6708, -2.2872)  0.000
H (3.7870, -2.0089, 0.9863)  0.001
H (2.6800, -1.4923, 2.2877)  0.000
H (3.6120, -0.2781, 1.3868)  0.000
H (2.5404, -3.3872, -0.3567)  0.002
H (0.9538, -3.1363, -1.1655)  0.000
H (1.0252, -3.4547, 0.5864)  0.000
H (0.6934, 4.0679, 2.2340)  0.001
H (-0.7348, 3.0917, 1.7638)  0.001
H (0.3110, 3.8147, 0.5064)  0.002
H (2.7741, 2.4822, 3.4872)  0.002
H (2.2306, 0.7763, 3.5514)  0.000
H (1.0946, 2.0852, 3.9579)  0.000
H (3.4077, 3.2130, 1.3677)  0.001
H (2.6456, 2.9065, -0.2411)  0.013
H (3.6203, 1.6223, 0.5459)  0.000
H (-2.9192, -0.6957, -3.5531)  0.004
H (-2.2620, 0.8411, -2.8803)  0.003
H (-3.4275, -0.1064, -1.9310)  0.003
H (-2.5272, -2.9881, -2.6640)  0.001
H (-2.3863, -2.9892, -0.8787)  0.000
H (-1.0395, -3.5694, -1.8642)  0.000
H (-0.5836, -1.5775, -4.1994)  0.000
H (0.7623, -1.9738, -3.0801)  0.000
H (0.3955, -0.2554, -3.4797)  0.007
C (-0.2290, 3.3521, -2.6416)  0.126
C (-1.1672, 4.0903, -1.9086)  0.076
C (-1.9822, 5.0009, -2.5585)  0.016
C (-1.8229, 5.2506, -3.9250)  0.161
C (-0.8000, 4.6014, -4.6363)  0.007
C (0.0098, 3.6629, -4.0015)  0.087
Se (0.6189, 1.9232, -1.7980)  0.456
H (-1.9854, 1.6865, -0.4741)  0.178
H (-1.2902, 3.8554, -0.8521)  0.006
H (-2.7595, 5.4920, -1.9864)  -0.001
H (-2.4869, 5.9446, -4.4409)  0.007
H (-0.6425, 4.8391, -5.6924)  -0.002
H (0.7926, 3.1412, -4.5540)  0.002
N (2.9145, -8.5976, 5.7665)  0.000
C (2.3334, -7.6919, 5.3055)  0.000
C (1.5936, -6.5997, 4.7385)  0.000
C (2.2646, -5.4171, 4.3768)  0.000
C (1.5354, -4.3445, 3.8391)  0.000
C (0.1581, -4.5137, 3.6162)  0.000
C (-0.5136, -5.7027, 3.9386)  0.000
C (0.2158, -6.7427, 4.5181)  0.000
N (-0.5847, -3.5016, 2.9541)  0.000
C (-1.8085, -3.6527, 2.3045)  0.000
C (-2.0472, -2.5026, 1.6148)  0.001
N (-1.0270, -1.5814, 1.8865)  0.003
C (-0.1622, -2.2357, 2.7011)  0.000
H (3.3549, -5.3485, 4.4845)  0.000
H (2.0506, -3.4184, 3.5577)  0.000
H (-1.5773, -5.7962, 3.7168)  0.000
H (-0.2688, -7.6863, 4.7905)  0.000
H (-2.3586, -4.5690, 2.3059)  0.000
H (-2.8526, -2.2566, 0.9335)  0.000
H (0.7231, -1.8285, 3.1830)  0.000



[4]
Entry from the OMol25 dataset: 13 unconnected molecules or ions with the total composition H26O13 (ωB97M-V/def2-TZVPD).

For the max |F|, the calculation gives 1.25 eV/Å. As for the energy relative to the best compared isomer or geometry (same formula, charge and spin): 1.461 eV. For the frontier orbital gap, the calculation gives 0.3489 hartree. The total energy is -27040.4863 eV.

Each line ends with the Löwdin charge.
Cartesian coordinates (Å):
O (-2.6092, -0.5289, -9.8294)  -0.031
H (-2.2504, -1.4161, -9.8504)  0.001
H (-2.2932, -0.1230, -10.6366)  0.056
O (-4.1634, -6.8473, -11.6657)  -0.041
H (-4.6534, -6.6707, -12.4688)  0.018
H (-3.2519, -6.6675, -11.8962)  0.050
O (-1.7995, -4.6313, -7.7697)  -0.054
H (-2.4607, -3.9400, -7.7358)  -0.040
H (-1.7512, -4.9615, -6.8726)  0.033
O (-5.5170, -0.7466, -10.0443)  -0.038
H (-4.5842, -0.6076, -9.8804)  -0.004
H (-5.9526, -0.3866, -9.2717)  0.071
O (-4.0285, -1.3822, -12.6869)  -0.022
H (-3.1762, -0.9729, -12.8362)  0.043
H (-4.2503, -1.1524, -11.7846)  -0.007
O (-6.1743, -6.5116, -9.6872)  -0.025
H (-6.0452, -6.5451, -8.7394)  0.061
H (-5.3172, -6.7285, -10.0540)  0.020
O (-6.7150, -3.9509, -9.4551)  -0.049
H (-6.3604, -3.8585, -8.5709)  0.044
H (-6.6185, -4.8817, -9.6564)  -0.012
O (-0.9159, -2.8742, -10.2082)  -0.031
H (-1.6391, -3.4637, -9.9943)  0.005
H (-0.4184, -3.3389, -10.8810)  0.058
O (-3.7612, -2.8019, -7.7829)  -0.019
H (-4.5086, -3.2142, -7.3498)  0.067
H (-3.9545, -1.8649, -7.7549)  0.065
O (-2.9431, -4.0759, -13.0980)  -0.062
H (-3.3155, -3.3238, -13.5583)  0.027
H (-3.0396, -3.8612, -12.1702)  -0.015
O (-7.4190, -2.2305, -11.2624)  -0.078
H (-6.7845, -1.7082, -10.7715)  -0.044
H (-7.4285, -3.0776, -10.8168)  -0.022
O (-5.3071, -5.2498, -13.8760)  -0.048
H (-4.4455, -4.8535, -13.7459)  -0.022
H (-5.9042, -4.6966, -13.3724)  0.042
O (-3.9799, -3.8817, -10.6063)  -0.037
H (-4.0912, -3.2150, -9.9284)  0.007
H (-4.8484, -4.2719, -10.7041)  0.031



[5]
Entry from the OMol25 dataset: 7 unconnected molecules or ions with the total composition H12IO6 (ωB97M-V/def2-TZVPD).

For the max |F|, the calculation gives 3.22 eV/Å. As for the net charge: -1. As for the energy relative to the best compared isomer or geometry (same formula, charge and spin): 0.746 eV. For the frontier orbital gap, the calculation gives 0.3136 hartree. The total energy is -20583.8481 eV.

Each line ends with the Löwdin charge.
Cartesian coordinates (Å):
I (-0.0061, -0.3751, 0.8254)  0.273
O (2.0199, 1.2259, -1.6296)  -0.099
H (1.3869, 0.5819, -1.3686)  -0.117
H (1.7459, 1.9749, -1.0976)  0.018
O (-1.9891, -2.5771, -1.3156)  -0.123
H (-1.3111, -2.2111, -0.7226)  -0.112
H (-2.4171, -3.3331, -0.8946)  0.023
O (-3.5921, 0.5259, 0.3314)  -0.112
H (-2.6801, 0.3189, 0.5854)  -0.091
H (-3.9331, 0.0339, -0.4276)  0.030
O (2.5819, -2.0951, -1.2596)  -0.050
H (2.1739, -1.6131, -1.9446)  -0.003
H (1.9919, -1.9381, -0.5646)  -0.101
O (3.3799, 0.9739, 1.3004)  -0.053
H (3.2089, 1.8819, 1.2954)  -0.006
H (2.5879, 0.4989, 1.2764)  -0.130
O (-1.5691, 2.3739, 1.8294)  -0.165
H (-2.5121, 2.2029, 2.0204)  0.025
H (-1.0681, 1.5499, 1.7604)  -0.207



[6]
Entry from the OMol25 dataset: 2 unconnected molecules or ions with the total composition C5H3BrF4N2 (ωB97M-V/def2-TZVPD).

For the max |F|, the calculation gives 6.55 eV/Å. As for the energy relative to the best compared isomer or geometry (same formula, charge and spin): 0.499 eV. For the frontier orbital gap, the calculation gives 0.3570 hartree. The total energy is -89123.5943 eV. Its SMILES is Brc1ncc[nH]1.FC(F)=C(F)F.

Each line ends with the Löwdin charge.
Cartesian coordinates (Å):
Br (3.2189, -0.4053, -0.0936)  0.713
C (1.3208, -0.6610, 0.0728)  -0.869
N (0.6722, -0.3560, 1.1418)  0.051
C (-0.5106, -1.0749, 1.0752)  -0.142
C (-0.4297, -1.8590, 0.0015)  -0.171
N (0.7042, -1.6314, -0.6138)  0.017
H (-1.2185, -0.8113, 1.8920)  0.126
H (-0.9042, -2.8471, -0.3943)  0.158
H (1.0380, -1.8970, -1.5815)  0.189
F (-2.1039, 0.9648, -0.5779)  0.134
C (-1.2913, 1.8843, -0.0761)  -0.284
F (-1.7772, 2.4804, 1.0370)  0.118
C (-0.0247, 2.0406, -0.4807)  -0.329
F (0.8803, 2.6825, 0.2113)  0.164
F (0.4257, 1.4905, -1.6138)  0.122



[7]
Entry from the OMol25 dataset: 6 unconnected molecules or ions with the total composition C15H35N2O9S2 (ωB97M-V/def2-TZVPD).

For the max |F|, the calculation gives 8.14 eV/Å. As for the net charge: -1. For the frontier orbital gap, the calculation gives 0.3113 hartree. The total energy is -59192.4243 eV.

Each line ends with the Löwdin charge.
Cartesian coordinates (Å):
O (4.4266, -2.4397, 0.5772)  -0.483
S (3.6032, -1.6154, -0.4864)  0.659
O (2.9244, -2.6699, -1.3986)  -0.461
N (2.5003, -0.5999, 0.4116)  -0.378
S (1.2605, 0.0810, -0.6134)  0.640
O (1.1222, 1.5825, -0.2601)  -0.422
O (1.5906, -0.0344, -2.1219)  -0.436
C (-0.3767, -0.7359, -0.2070)  -0.188
C (-1.0810, -0.6303, 1.2571)  -0.013
C (-2.4579, -1.4014, 1.5340)  -0.124
N (-3.3305, -2.2338, 0.6607)  -0.004
C (-2.6544, -2.2876, -0.6649)  -0.115
C (-1.2775, -1.6636, -1.1965)  -0.005
H (4.5853, -0.8265, -1.1648)  0.080
H (-0.5757, 0.0104, 2.1075)  0.110
H (-2.8778, -1.2983, 2.6495)  0.091
H (-3.2660, -2.9212, -1.4746)  0.085
H (-0.9172, -1.8677, -2.2996)  0.105
C (4.6080, 2.0547, 1.8850)  -0.096
C (5.8262, 1.2695, 2.3250)  -0.331
O (5.4240, 0.0529, 2.9371)  -0.091
H (3.9606, 2.2720, 2.7408)  0.068
H (4.9008, 2.9978, 1.4150)  0.072
H (4.0106, 1.4763, 1.1727)  0.049
H (6.4083, 1.8420, 3.0531)  0.105
H (6.4721, 1.0371, 1.4729)  0.103
H (4.9151, -0.4517, 2.2797)  0.057
C (-5.1101, -3.3484, -5.5031)  -0.100
C (-4.7998, -2.5039, -4.2846)  -0.316
O (-3.9545, -3.2228, -3.3987)  -0.119
H (-5.5984, -4.2832, -5.2091)  0.076
H (-5.7648, -2.8100, -6.1942)  0.072
H (-4.1899, -3.6217, -6.0296)  0.072
H (-5.7199, -2.2515, -3.7493)  0.116
H (-4.2998, -1.5731, -4.5692)  0.113
H (-3.1370, -3.4348, -3.8809)  0.096
C (1.2402, 5.5944, 2.3156)  -0.098
C (1.8450, 4.5945, 3.2793)  -0.336
O (1.3634, 3.2903, 2.9906)  -0.093
H (0.1477, 5.5838, 2.3856)  0.076
H (1.5981, 6.6059, 2.5276)  0.067
H (1.4955, 5.3395, 1.2818)  0.076
H (1.5694, 4.8403, 4.3090)  0.109
H (2.9369, 4.5898, 3.2060)  0.097
H (1.6206, 3.0783, 2.0769)  0.069
C (1.3377, 2.0459, -5.9817)  -0.101
C (0.5555, 2.9844, -5.0865)  -0.338
O (0.1447, 2.3029, -3.9104)  -0.090
H (0.7286, 1.1782, -6.2553)  0.075
H (1.6580, 2.5549, -6.8952)  0.065
H (2.2225, 1.6629, -5.4628)  0.075
H (-0.3391, 3.3475, -5.6010)  0.106
H (1.1622, 3.8482, -4.7980)  0.104
H (0.9467, 1.9919, -3.4566)  0.063
C (-3.4797, -4.0902, 5.7780)  -0.100
C (-2.8131, -2.9240, 5.0780)  -0.332
O (-3.7146, -1.8303, 4.9921)  -0.103
H (-4.3802, -4.3996, 5.2376)  0.078
H (-2.7991, -4.9435, 5.8484)  0.073
H (-3.7956, -3.8070, 6.7874)  0.068
H (-2.5188, -3.2047, 4.0624)  0.105
H (-1.9189, -2.6004, 5.6194)  0.111
H (-3.9632, -1.5835, 5.8993)  0.086



[8]
Entry from the OMol25 dataset: a gas-phase ion, C2H9BNO2 (charge +1) (ωB97M-V/def2-TZVPD).

For the max |F|, the calculation gives 0.37 eV/Å. As for the net charge: +1. As for the energy relative to the best compared isomer or geometry (same formula, charge and spin): 0.000 eV. For the frontier orbital gap, the calculation gives 0.4373 hartree. The total energy is -8478.0538 eV. Its SMILES is CCOB([NH3+])O.

Each line ends with the Löwdin charge.
Cartesian coordinates (Å):
C (-1.6632, -0.9407, -1.1001)  -0.049
C (-0.4734, -1.4367, -0.3147)  -0.163
O (-0.0420, -0.4148, 0.6365)  0.127
B (0.8327, 0.5172, 0.3307)  -0.648
N (1.0653, 1.4979, 1.5568)  0.314
O (1.6145, 0.6806, -0.7552)  0.240
H (-2.4299, -0.5495, -0.4297)  0.091
H (-2.1016, -1.7780, -1.6457)  0.095
H (-1.3892, -0.1691, -1.8213)  0.086
H (-0.7203, -2.3062, 0.2891)  0.132
H (0.3759, -1.6844, -0.9522)  0.129
H (1.0403, 2.4851, 1.2991)  0.166
H (0.3758, 1.3309, 2.2918)  0.166
H (1.9914, 1.3271, 1.9567)  0.171
H (1.5236, 1.4405, -1.3419)  0.143